Entry 1:
C18H46BCl2O14P4 | the ωB97M-V functional and the def2-TZVPD basis

```
! RIJCOSX wB97M-V def2-TZVPD def2/J DEFGRID3
* xyz -1 1
C -3.726 -6.100 5.935
C -3.177 -4.720 5.476
B -2.580 -4.770 3.997
O -1.886 -5.906 3.581
P -2.775 -3.207 2.781
C -4.670 -3.501 2.586
C -0.837 -2.845 2.943
C -0.587 -1.994 4.133
C 0.858 -1.817 4.503
O -0.170 -2.664 5.259
C -2.856 -1.650 1.541
Cl -2.355 -2.032 -0.097
C -3.241 -0.404 1.808
C -3.782 0.116 3.090
Cl -3.145 0.864 0.558
H -3.632 -6.177 7.018
H -3.160 -6.914 5.490
H -4.772 -6.212 5.662
H -2.374 -4.439 6.161
H -3.985 -3.997 5.541
H -1.143 -6.065 4.168
H -2.461 -4.085 1.652
H -2.983 -2.387 3.973
H -4.856 -4.421 2.031
H -5.147 -3.580 3.567
H -5.156 -2.682 2.050
H -0.269 -3.757 3.116
H -0.480 -2.249 2.102
H -1.218 -1.123 4.266
H 1.576 -2.577 4.241
H 1.062 -1.148 5.329
H -3.334 1.091 3.294
H -4.850 0.321 2.984
H -3.637 -0.504 3.963
C -2.992 4.718 -2.046
O -1.951 4.455 -2.997
P -2.242 3.531 -4.257
O -3.594 3.640 -4.807
O -1.797 2.083 -3.817
C -2.502 1.467 -2.723
O -1.062 3.957 -5.210
C -1.290 4.074 -6.618
H -2.866 5.738 -1.690
H -3.977 4.617 -2.501
H -2.903 4.034 -1.202
H -3.552 1.760 -2.706
H -2.025 1.748 -1.786
H -2.439 0.389 -2.837
H -0.698 4.913 -6.978
H -2.340 4.262 -6.836
H -0.963 3.164 -7.119
C 5.303 0.791 -0.402
O 4.258 0.075 -1.057
P 3.362 -0.956 -0.239
O 3.138 -0.593 1.159
O 4.044 -2.376 -0.463
C 5.369 -2.576 0.020
O 2.112 -1.047 -1.173
C 0.777 -1.138 -0.628
H 5.349 1.785 -0.843
H 5.110 0.885 0.667
H 6.257 0.286 -0.562
H 5.553 -2.008 0.934
H 6.087 -2.285 -0.748
H 5.492 -3.635 0.235
H 0.117 -0.563 -1.273
H 0.728 -0.731 0.380
H 0.453 -2.174 -0.622
C 1.917 4.693 -4.285
O 3.039 4.754 -3.390
P 3.984 3.491 -3.220
O 4.173 2.696 -4.434
O 3.433 2.699 -1.968
C 2.111 2.145 -2.027
O 5.276 4.164 -2.619
C 6.569 3.708 -3.025
H 1.809 5.672 -4.748
H 2.069 3.946 -5.063
H 1.009 4.466 -3.731
H 1.855 1.826 -3.039
H 1.390 2.886 -1.678
H 2.084 1.281 -1.370
H 7.223 4.577 -3.074
H 6.534 3.234 -4.004
H 6.959 3.007 -2.288
*
```

Calculated values
Maximum force = 0.065 Eh/bohr
HOMO energy = -3.672 eV
Electronic energy = -4077.6335 Eh
Frontier orbital gap = 5.87 eV
Molar mass = 692.2 g mol⁻¹

Atomic partial charges in e from the Löwdin method, atoms 1 to 4:
1. C -0.127
2. C -0.190
3. B -0.532
4. O 0.051

Entry 2:
C18H46BF4N2O11 | the ωB97M-V functional and the def2-TZVPD basis

```
! RIJCOSX wB97M-V def2-TZVPD def2/J DEFGRID3
* xyz -1 1
N -13.897 -0.940 -9.227
H -14.861 -0.684 -8.996
H -13.538 -0.218 -9.845
H -13.890 -1.878 -9.613
H -13.456 -0.966 -8.278
N -12.761 1.543 -5.938
H -12.648 0.522 -6.098
H -13.345 1.521 -5.083
H -13.390 1.935 -6.678
H -11.946 2.137 -5.805
C -13.830 4.649 -8.761
C -13.969 3.120 -8.854
C -12.570 2.531 -8.975
O -14.701 2.548 -7.805
H -13.392 4.901 -9.737
H -13.056 4.986 -8.066
H -14.765 5.172 -8.568
H -14.535 2.851 -9.763
H -12.185 2.699 -9.988
H -12.480 1.466 -8.735
H -11.811 2.995 -8.337
C -10.231 -0.774 -6.264
C -11.513 -1.597 -6.182
C -11.873 -1.851 -4.713
O -12.584 -1.061 -6.877
H -9.490 -1.324 -5.680
H -10.327 0.250 -5.906
H -9.844 -0.749 -7.284
H -11.237 -2.537 -6.693
H -11.020 -2.245 -4.156
H -12.690 -2.572 -4.611
H -12.265 -0.980 -4.181
B -9.522 3.072 -4.331
F -10.360 3.886 -5.070
F -10.272 2.190 -3.522
F -8.547 2.442 -5.160
F -8.641 3.886 -3.562
C -18.757 2.992 -2.254
C -18.060 2.643 -3.564
O -17.519 1.315 -3.455
C -16.985 0.750 -4.531
O -16.919 1.195 -5.640
O -16.453 -0.402 -4.112
C -15.722 -1.219 -5.018
H -19.228 3.970 -2.346
H -18.104 2.984 -1.382
H -19.525 2.241 -2.061
H -17.252 3.339 -3.784
H -18.784 2.629 -4.377
H -16.225 -1.557 -5.926
H -15.371 -2.066 -4.437
H -14.897 -0.604 -5.382
C -13.329 1.501 -1.070
C -14.713 2.101 -1.338
O -14.638 3.352 -2.010
C -14.571 3.337 -3.340
O -14.502 2.398 -4.094
O -14.686 4.591 -3.714
C -14.755 4.926 -5.110
H -13.474 0.728 -0.312
H -12.651 2.212 -0.599
H -12.871 1.090 -1.967
H -15.145 2.300 -0.357
H -15.344 1.335 -1.792
H -14.982 5.965 -5.322
H -15.546 4.356 -5.606
H -13.843 4.569 -5.584
C -6.592 5.857 -9.993
C -7.902 6.119 -9.216
O -8.677 4.939 -9.399
C -8.566 3.980 -8.460
O -7.882 4.070 -7.478
O -9.310 2.955 -8.868
C -9.284 1.749 -8.113
H -6.057 4.943 -9.753
H -5.958 6.742 -9.892
H -6.894 5.814 -11.042
H -8.390 6.980 -9.672
H -7.663 6.452 -8.207
H -9.926 0.980 -8.538
H -9.575 1.905 -7.078
H -8.297 1.286 -8.173
*
```

Calculated values
Energy relative to the best compared isomer or geometry (same formula, charge and spin) = 0.0 kJ/mol
Maximum force = 0.052 Eh/bohr
HOMO energy = -4.286 eV
Electronic energy = -2075.1417 Eh
Frontier orbital gap = 6.07 eV
Molar mass = 553.4 g mol⁻¹

Atomic partial charges in e from the Löwdin method, atoms 1 to 4:
1. N 0.285
2. H 0.141
3. H 0.126
4. H 0.132

Entry 3:
C18H46BO14PS | the ωB97M-V functional and the def2-TZVPD basis

```
! RIJCOSX wB97M-V def2-TZVPD def2/J DEFGRID3
* xyz 0 1
C 3.745 1.082 2.651
B 3.301 1.943 1.372
O 3.621 1.478 0.101
O 2.567 3.153 1.629
C 1.241 3.010 1.381
O 0.503 3.767 1.848
O 0.864 1.976 0.530
P -0.301 0.973 1.145
O -1.624 1.781 1.601
O -0.776 0.054 -0.108
S 0.272 -0.156 2.599
H 4.163 0.117 2.326
H 4.481 1.713 3.189
H 2.842 0.932 3.271
H 3.063 0.688 -0.015
H -1.717 1.625 2.556
H -0.167 -0.707 -0.070
C 4.473 -2.559 -3.693
O 3.389 -2.207 -4.537
C 2.134 -2.263 -3.875
C 1.666 -0.885 -3.442
O 2.520 -0.328 -2.451
C 3.453 0.605 -2.983
H 5.395 -2.222 -4.167
H 4.396 -2.088 -2.710
H 4.516 -3.646 -3.573
H 2.176 -2.947 -3.021
H 1.413 -2.667 -4.593
H 0.671 -0.977 -2.994
H 1.584 -0.214 -4.303
H 2.952 1.561 -3.170
H 3.917 0.251 -3.906
H 4.233 0.762 -2.240
C -5.246 -3.596 -2.386
O -5.834 -3.219 -1.150
C -5.151 -3.761 -0.026
C -4.223 -2.740 0.607
O -3.162 -2.384 -0.267
C -3.400 -1.158 -0.941
H -5.630 -2.932 -3.161
H -4.158 -3.511 -2.363
H -5.526 -4.625 -2.634
H -4.602 -4.666 -0.304
H -5.914 -4.043 0.706
H -3.769 -3.182 1.500
H -4.781 -1.851 0.922
H -3.203 -0.322 -0.265
H -4.421 -1.088 -1.321
H -2.712 -1.094 -1.783
C 6.068 2.674 5.412
O 6.150 1.274 5.627
C 7.452 0.852 6.013
C 7.550 0.642 7.514
O 7.391 1.862 8.226
C 6.082 2.029 8.746
H 5.015 2.957 5.405
H 6.575 3.239 6.197
H 6.507 2.926 4.441
H 8.208 1.564 5.669
H 7.638 -0.104 5.513
H 8.549 0.262 7.749
H 6.820 -0.100 7.851
H 5.960 1.420 9.648
H 5.313 1.762 8.018
H 5.958 3.078 9.015
C -5.210 1.834 -4.103
O -5.549 0.474 -3.888
C -6.646 0.313 -2.996
C -7.941 0.057 -3.746
O -8.330 1.182 -4.522
C -7.988 1.050 -5.892
H -4.578 1.890 -4.989
H -6.095 2.454 -4.267
H -4.650 2.220 -3.246
H -6.741 1.181 -2.337
H -6.424 -0.560 -2.373
H -8.738 -0.119 -3.017
H -7.857 -0.836 -4.373
H -8.702 0.386 -6.392
H -6.975 0.665 -6.028
H -8.050 2.037 -6.352
*
```

Calculated values
Energy relative to the best compared isomer or geometry (same formula, charge and spin) = 0.0 kJ/mol
Maximum force = 0.064 Eh/bohr
HOMO energy = -9.262 eV
Electronic energy = -2531.1873 Eh
Frontier orbital gap = 9.49 eV
Molar mass = 560.4 g mol⁻¹

Atomic partial charges in e from the Löwdin method, atoms 1 to 4:
1. C 0.019
2. B -0.554
3. O 0.136
4. O 0.209